120
Properties=species:S:1:pos:R:3 method="wB97M-V/def2-TZVPD" total_charge=0 multiplicity=1 de_lowest_kj_mol=1.7 e_lumo_ev=-0.72
Sc -0.97642 -0.54869 -0.32395
C -0.86246 3.63035 -1.11187
N -1.68002 2.92502 -0.14534
C -1.85418 3.70642 1.07153
C -2.94453 2.47592 -0.64272
C -3.65610 3.22034 -1.56831
C -4.90159 2.80986 -2.02738
C -5.44361 1.64085 -1.53132
C -4.73585 0.88224 -0.60722
C -3.46856 1.25848 -0.15368
N -2.64745 0.46770 0.66936
C -3.11840 -0.16294 1.79231
C -4.45914 -0.27161 2.20766
C -4.83092 -1.06042 3.28592
C -3.88276 -1.74401 4.02595
C -2.53848 -1.54953 3.71975
C -2.14725 -0.76341 2.64811
N -0.75627 -0.46703 2.37130
C -0.49207 0.96293 2.65066
C 0.17395 -1.22995 3.20263
H -1.26276 4.62083 -1.38619
H -0.76059 3.00711 -2.00042
H 0.12822 3.77954 -0.68202
H -0.87903 3.89886 1.52672
H -2.47035 3.15568 1.78299
H -2.34484 4.67240 0.87193
H -3.23084 4.14010 -1.94840
H -5.43577 3.40350 -2.75797
H -6.41607 1.30070 -1.86742
H -5.16245 -0.05050 -0.27471
H -5.22768 0.26414 1.67516
H -5.88095 -1.13754 3.54212
H -4.16655 -2.37495 4.85808
H -1.79537 -2.01358 4.35290
H -0.81844 1.21447 3.66735
H -1.01082 1.57973 1.92768
H 0.57690 1.14035 2.57632
H 0.16587 -0.87061 4.24033
H 1.18334 -1.11431 2.81085
H -0.08166 -2.28330 3.21334
Se -5.34699 -6.13542 3.10185
N -5.64319 -5.00494 1.75362
C -4.48667 -4.51676 1.40380
C -4.30466 -3.55034 0.32759
C -5.31461 -3.19573 -0.56827
C -5.02182 -2.30815 -1.57636
C -3.75065 -1.73243 -1.63323
N -2.79415 -2.04417 -0.77007
C -3.04919 -2.97578 0.16100
C -1.88590 -3.45870 0.91467
N -0.70404 -2.90529 0.60418
C 0.39151 -3.46053 1.10465
C 0.37481 -4.56519 1.94954
C -0.84289 -5.08115 2.33727
C -2.00363 -4.51889 1.81488
C -3.34048 -5.00141 2.14169
N -3.58173 -5.87368 3.07908
H -6.29662 -3.63794 -0.46315
H -5.76496 -2.02267 -2.30774
H -3.47156 -0.98659 -2.36976
H 1.32329 -2.98589 0.83184
H 1.30564 -4.97743 2.31318
H -0.91913 -5.91495 3.02283
C 1.61183 1.88367 -3.48510
N 2.24476 3.01016 -2.81475
C 1.74947 4.32380 -3.18722
C 2.69434 2.82659 -1.50302
N 2.06108 2.00709 -0.73852
C 2.27815 1.86300 0.61853
C 2.12564 2.95759 1.44949
C 2.50211 2.91379 2.79838
C 3.07529 1.78521 3.31132
C 3.18754 0.61768 2.51604
C 3.83398 -0.52905 3.04470
C 3.96474 -1.65386 2.28777
C 3.35401 -1.71972 1.02208
C 2.64994 -0.66040 0.49060
N 1.82072 -0.89560 -0.63281
C 2.37298 -1.30506 -1.74593
N 3.69336 -1.10275 -2.08770
C 4.50436 -0.01912 -1.58607
C 4.43284 -2.08679 -2.85128
N 1.67949 -1.99947 -2.69145
C 0.62374 -2.93120 -2.36661
C 1.73359 -1.61697 -4.09066
C 2.66728 0.59732 1.18981
N 3.85207 3.53482 -1.22177
C 4.55923 4.20352 -2.31440
C 4.70416 3.25449 -0.06664
H 0.62637 2.15977 -3.86207
H 1.44036 1.06670 -2.78811
H 2.22316 1.54724 -4.32996
H 2.21932 4.69921 -4.10244
H 1.92880 5.04374 -2.38905
H 0.66964 4.28436 -3.35527
H 1.78195 3.88640 1.01017
H 2.38446 3.79666 3.41466
H 3.44187 1.75659 4.32970
H 4.23504 -0.48038 4.04944
H 4.49232 -2.51807 2.67231
H 3.38481 -2.64771 0.46063
H 3.86719 0.74900 -1.17105
H 5.07259 0.41310 -2.41600
H 5.21039 -0.35639 -0.81854
H 3.81707 -2.96058 -3.04164
H 5.31755 -2.39572 -2.28460
H 4.77091 -1.68040 -3.80978
H 0.76470 -3.30519 -1.35911
H 0.69201 -3.77596 -3.05945
H -0.36532 -2.47314 -2.45906
H 2.47926 -0.84059 -4.24068
H 0.75863 -1.21979 -4.38599
H 1.98348 -2.47846 -4.71874
H 4.00960 5.04949 -2.71691
H 4.77614 3.51509 -3.13441
H 5.49472 4.59214 -1.91970
H 4.47849 2.30020 0.39329
H 4.61678 4.02528 0.70201
H 5.73984 3.21319 -0.40482
S -1.04928 0.11441 -2.44469

***

110
Properties=species:S:1:pos:R:3 method="wB97M-V/def2-TZVPD" total_charge=-1 multiplicity=2 e_lumo_ev="2.71 / 2.71"
Co -0.03326 0.37805 -0.05312
C 0.01137 2.25241 -1.30249
C -1.35859 1.88796 -1.25324
C -1.70649 1.83845 0.14365
C -0.54924 2.26937 0.87154
C 0.51060 2.53654 -0.01518
C 1.82552 3.21036 0.30411
C 1.67813 4.71399 0.02139
C 2.18018 3.02659 1.77979
C 2.94809 2.65356 -0.56935
C -3.02377 1.56775 0.87386
C -2.74338 1.24062 2.34631
C -3.90147 2.82676 0.84606
C -3.79371 0.36395 0.32401
C -2.12047 1.58356 -2.55246
C -2.37182 0.08637 -2.74054
C -1.29105 2.02857 -3.76880
C -3.43583 2.36566 -2.64036
H 0.60078 2.31881 -2.19888
H -0.50373 2.39906 1.93914
H 0.88469 5.14718 0.63153
H 1.42780 4.88499 -1.02598
H 2.60981 5.24132 0.24149
H 1.45649 3.52757 2.42361
H 3.16572 3.45101 1.98739
H 2.20096 1.97130 2.04797
H 2.77166 2.87758 -1.62168
H 3.02853 1.57086 -0.46988
H 3.90439 3.10208 -0.28945
H -2.33334 2.09443 2.88588
H -2.05030 0.40686 2.42410
H -3.67765 0.95824 2.83768
H -4.82175 2.65392 1.41016
H -4.17246 3.12132 -0.16369
H -3.37179 3.66221 1.30626
H -3.15275 -0.51666 0.28291
H -4.20071 0.53827 -0.66735
H -4.63524 0.13890 0.98430
H -1.41539 -0.44361 -2.75516
H -2.87967 -0.09279 -3.69436
H -2.97286 -0.34821 -1.95209
H -0.35949 1.47163 -3.84660
H -1.05676 3.09353 -3.73460
H -1.86667 1.83491 -4.67666
H -4.17639 2.02113 -1.92607
H -3.86739 2.24662 -3.63747
H -3.26752 3.42987 -2.46761
C 1.88991 -5.93263 -0.49297
C 0.68656 -4.99157 -0.46911
C -0.56343 -5.70040 -0.94663
O 0.49415 -4.50632 0.86300
C 0.79854 -3.09862 0.92463
C 1.57318 -2.93114 -0.39541
O 0.91517 -3.84729 -1.26627
C 1.91615 -1.59260 -1.10438
O 0.89837 -0.70212 -1.26569
C 3.08738 -0.97392 -0.29143
C 4.33421 -0.68085 -0.83275
C 5.34090 -0.11691 -0.05755
C 5.12621 0.15757 1.28108
C 3.88051 -0.11338 1.83073
C 2.87297 -0.65800 1.05277
C 2.41231 -1.99690 -2.50970
C 1.97657 -1.28028 -3.61281
C 2.41306 -1.60628 -4.89166
C 3.28884 -2.65971 -5.08666
C 3.72199 -3.39394 -3.98933
C 3.28802 -3.06224 -2.71786
C -0.48154 -2.29641 1.34916
O -0.30497 -0.94109 1.24633
C -0.63885 -2.64855 2.85181
C -0.50221 -1.63929 3.79540
C -0.59628 -1.90567 5.15507
C -0.82105 -3.19675 5.60093
C -0.94296 -4.21887 4.66834
C -0.85217 -3.94878 3.31295
C -1.72762 -2.70096 0.55140
C -1.72344 -2.48185 -0.82396
C -2.82443 -2.80145 -1.60149
C -3.97071 -3.32181 -1.01889
C -4.00549 -3.49909 0.35569
C -2.89530 -3.18941 1.13037
H 1.72207 -6.76251 0.19263
H 2.79725 -5.42217 -0.18275
H 2.03067 -6.32662 -1.49867
H -0.73588 -6.58611 -0.33571
H -0.44014 -6.01264 -1.98322
H -1.42150 -5.04212 -0.86827
H 1.51259 -2.95748 1.74293
H 2.55903 -3.35755 -0.15611
H 4.53255 -0.87827 -1.87534
H 6.29772 0.10796 -0.51135
H 5.91159 0.59132 1.88632
H 3.68708 0.10915 2.87249
H 1.89449 -0.81927 1.48685
H 1.28451 -0.46919 -3.44070
H 2.06024 -1.03282 -5.73870
H 3.62517 -2.91773 -6.08280
H 4.40168 -4.22582 -4.12380
H 3.63609 -3.64725 -1.87724
H -0.30168 -0.64134 3.43432
H -0.49013 -1.09586 5.86601
H -0.89302 -3.40928 6.65992
H -1.11391 -5.23646 4.99688
H -0.95116 -4.75585 2.60221
H -0.84491 -2.05157 -1.28358
H -2.78574 -2.62944 -2.67081
H -4.83264 -3.56795 -1.62632
H -4.89931 -3.87765 0.83452
H -2.95297 -3.32855 2.19965

***

Number 1: E_tot -166940.7166 eV. Number 2: E_tot -96520.6305 eV.